P | Density functional theory data (the ωB97M-V functional and the def2-TZVPD basis) for an isolated molecule of C5H10.

```
! wB97M-V def2-TZVPD RIJCOSX def2/J DEFGRID3
* xyz 0 1
H 0.7003 -1.4266 0.0082
C 0.5128 -0.7407 2.0604
H -0.7288 -0.5818 -2.1035
C -0.0552 -0.9924 0.6770
C -0.3621 0.3275 -0.0583
H -0.8567 -1.7262 0.6964
H 0.3573 1.0895 0.2414
C -0.2360 0.2266 -1.5729
H 0.1167 2.3118 -1.8212
H 0.0156 1.3275 -3.3588
C -0.0111 1.3341 -2.2756
H -1.3601 0.7094 0.1753
H 0.7910 -1.6315 2.6220
H 1.3459 -0.0330 2.0539
H -0.2295 -0.1943 2.6558
*
```

SMILES = C=CCCC
Gap between HOMO and LUMO = 0.3989 Eh

***

Q | Density functional theory data (the ωB97M-V functional and the def2-TZVPD basis) for a cluster of 2 separate species, C5H10 in total.

```
! wB97M-V def2-TZVPD RIJCOSX def2/J DEFGRID3
* xyz 0 1
H 1.0126 2.2707 -2.0230
C -0.8591 -0.5431 0.9692
H 0.6811 -1.8160 1.7631
H 0.9486 -0.0846 2.0803
H -1.5504 -0.6287 1.8128
H 1.1005 0.4980 -1.8071
H 1.2461 -0.7504 0.4606
C 0.9761 1.4563 -1.2982
H 1.7494 1.5820 -0.5383
C 0.5894 -0.8077 1.3385
H -0.0001 1.4881 -0.8123
C -1.4098 -0.8511 -0.3747
H -2.4167 -1.2354 -0.5196
C -1.3591 0.5741 0.1066
H -0.7088 -1.1521 -1.1579
*
```

Gap between HOMO and LUMO = 0.3175 Eh

***

R | Density functional theory data (the ωB97M-V functional and the def2-TZVPD basis) for an isolated molecule of C5H10.

```
! wB97M-V def2-TZVPD RIJCOSX def2/J DEFGRID3
* xyz 0 1
C 1.0430 1.7948 -0.3018
C 0.7350 -1.3116 0.5678
H -0.9598 1.4724 -0.6206
C -1.5551 -1.0229 -0.1075
H 0.5116 -2.3512 0.0480
H -1.8763 -1.5981 0.7367
H -2.3605 -0.2542 0.0038
C -0.2515 -0.2921 0.1173
H 1.4627 2.3058 -1.1277
H 2.0552 1.2677 -0.0689
C -0.0488 0.9676 -0.3618
H 1.8883 -1.0593 0.4722
H 0.4280 -1.5243 1.6325
H 0.8865 2.5373 0.5356
H -1.5706 -1.6112 -1.0957
*
```

SMILES = CC=C(C)C
Gap between HOMO and LUMO = 0.3557 Eh

***

Stability, lowest: Q

***

P | Density functional theory data (the ωB97M-V functional and the def2-TZVPD basis) for a cluster of 2 separate species, C5H10 in total.

```
! wB97M-V def2-TZVPD RIJCOSX def2/J DEFGRID3
* xyz 0 1
H 1.4273 -2.5205 2.2702
C -1.2013 0.4586 -1.9002
C 0.9325 -1.6123 1.9589
H 1.3429 -0.6385 2.1853
H -1.3241 2.1832 -0.7209
H -2.0274 0.6828 -2.5585
C -0.7050 1.3632 -1.0613
H -0.5793 -0.4095 -2.1018
H 1.4231 0.9987 -1.3570
H 1.0151 2.4393 -0.4617
H -0.6485 -2.6178 1.0213
C 0.7340 1.4003 -0.6234
H -1.0149 -0.8946 1.6200
H 0.9162 0.8454 0.3009
C -0.2906 -1.6784 1.4282
*
```

SMILES = C=CC.C=C
Gap between HOMO and LUMO = 0.3901 Eh

***

Q | Density functional theory data (the ωB97M-V functional and the def2-TZVPD basis) for a cluster of 2 separate species, C5H10 in total.

```
! wB97M-V def2-TZVPD RIJCOSX def2/J DEFGRID3
* xyz 0 1
H -1.5268 2.7039 1.6081
C -1.0637 2.3202 0.7185
C 1.7819 -3.5640 -0.7660
H 0.5294 0.9858 0.8652
H 1.9585 -3.8935 -1.8665
H -1.4604 2.4487 -1.3258
H -1.6416 0.8746 -0.7335
C 0.1278 1.9074 1.2070
H 0.5203 -2.1072 -1.4596
H 2.3565 -4.0021 0.1040
C -1.7539 1.8457 -0.4887
H -2.8092 2.1436 -0.4184
H 1.0867 -1.8086 0.3300
H 0.6382 2.5465 2.1496
C 0.9659 -2.4913 -0.5463
*
```

SMILES = C=CC.C=C
Gap between HOMO and LUMO = 0.3766 Eh

***

R | Density functional theory data (the ωB97M-V functional and the def2-TZVPD basis) for a cluster of 2 separate species, C5H10 in total.

```
! wB97M-V def2-TZVPD RIJCOSX def2/J DEFGRID3
* xyz 0 1
H 2.0762 0.0360 -0.0548
C -1.7671 1.3128 0.6731
C -1.0244 -0.8267 1.7182
H -0.9774 2.0629 0.5504
H 0.9841 -1.5799 -1.6060
H -1.3072 -0.4332 2.6846
H -0.5749 -1.8051 1.6211
H -2.1450 1.5138 1.6724
C 1.6938 -0.8480 -1.9718
H 1.9785 -0.8540 -3.0125
C -1.1573 -0.0598 0.6459
H -2.5133 1.4443 -0.1049
H 3.1727 0.5341 -1.3986
H -0.7924 -0.3854 -0.3226
C 2.3538 -0.1118 -1.0945
*
```

SMILES = C=CC.C=C
Gap between HOMO and LUMO = 0.3991 Eh

***

Stability, lowest: Q

***

P | Density functional theory data (the ωB97M-V functional and the def2-TZVPD basis) for an isolated molecule of C4H4N2O.

```
! wB97M-V def2-TZVPD RIJCOSX def2/J DEFGRID3
* xyz 0 3
H -0.9116 -0.5429 -1.5249
N -0.4346 1.1382 1.3436
N 0.7182 -1.0243 0.5496
C -0.3570 -0.0188 0.4822
H 0.2477 1.5837 1.9188
C -0.6221 0.3432 -1.0348
H 0.3880 0.7227 -1.3421
H -1.4341 1.1112 -1.4146
C -1.6275 0.6116 1.5190
C 1.6046 -1.6230 -0.0540
O 2.4284 -2.3017 -0.4429
*
```

Gap between HOMO and LUMO (spin up / spin down) = 0.2496 / 0.3039 Eh

***

Q | Density functional theory data (the ωB97M-V functional and the def2-TZVPD basis) for a cluster of 2 separate species, C4H4N2O in total.

```
! wB97M-V def2-TZVPD RIJCOSX def2/J DEFGRID3
* xyz 0 3
H 2.7265 0.4910 -0.3770
C 1.7535 -0.1016 -0.1721
H -2.4561 2.4223 0.6576
O 1.0018 0.7381 0.5781
H 1.3736 -2.1595 -0.9892
N -1.9077 0.9073 -0.7885
C 1.0932 -1.2851 -0.3776
C -0.1724 -1.0591 0.2657
N -0.1907 0.0806 0.8666
C -2.2899 1.7484 -0.1157
H -0.9319 -1.7825 0.4521
*
```

Gap between HOMO and LUMO (spin up / spin down) = 0.2341 / 0.2832 Eh

***

Stability, lowest: Q

***

P | Density functional theory data (the ωB97M-V functional and the def2-TZVPD basis) for a cluster of 3 separate species, C3H12NO2 in total.

```
! wB97M-V def2-TZVPD RIJCOSX def2/J DEFGRID3
* xyz 1 1
H 0.5225 1.3754 1.8817
C 0.9565 -0.5411 0.8853
H 1.0244 1.4985 0.3723
H -0.3877 2.6244 -2.0613
H 1.3497 -2.0369 -0.5528
C 1.0057 -1.0352 -0.3227
H -0.4314 1.0553 0.4590
O -2.3043 -0.4544 -2.1788
O -0.7597 2.1506 -1.3178
C 1.1150 -1.1081 2.2475
H -3.0904 -0.3277 -2.7275
H -1.8013 -1.1462 -2.6163
H -1.5251 1.7092 -1.6565
H 0.7637 -0.5273 -1.2566
N 0.4438 0.9032 0.9807
H 1.0460 -0.5786 3.1872
H 0.1833 -1.6989 2.3885
H 1.8895 -1.8623 2.2882
*
```

Gap between HOMO and LUMO = 0.4202 Eh

***

Q | Density functional theory data (the ωB97M-V functional and the def2-TZVPD basis) for a cluster of 2 separate species, C3H12NO2 in total.

```
! wB97M-V def2-TZVPD RIJCOSX def2/J DEFGRID3
* xyz 1 1
H 1.8052 -0.7365 -0.8920
H -0.4330 2.5113 2.0280
H -0.3110 -0.7961 -2.7149
H -2.7922 0.0762 -1.8195
C -0.3019 -0.7113 -0.5380
H 2.4060 -0.2592 1.4382
C -0.8498 -0.2704 -1.9102
O -2.1969 -0.6547 -2.0133
H 0.8887 0.2552 1.6926
H -0.5868 1.5434 3.1942
H 1.1675 0.8491 -0.5313
H 1.1463 -1.3685 1.4134
C 1.0905 -0.2002 -0.2792
N 1.4417 -0.4316 1.1576
H -0.5791 0.7693 -2.1442
H -1.0249 -0.3339 0.1904
O -0.4534 1.5620 2.2374
H -0.4169 -1.8042 -0.5091
*
```

Gap between HOMO and LUMO = 0.3847 Eh

***

Stability, lowest: P

***

P | Density functional theory data (the ωB97M-V functional and the def2-TZVPD basis) for a cluster of 3 separate species, C3H12NO2 in total.

```
! wB97M-V def2-TZVPD RIJCOSX def2/J DEFGRID3
* xyz 1 1
H 1.6805 0.3677 -1.5543
C -3.1324 1.4844 -0.1502
O 1.5897 -0.4751 -1.1091
H 0.2938 -1.1049 0.0558
H 5.1258 -0.3400 0.0811
H -4.0437 1.0157 0.2069
N -0.7269 -1.3153 0.1197
H 4.4424 0.9960 0.6385
H -0.9403 1.3953 0.4569
C -1.8940 0.8629 0.4339
H -3.1967 2.5276 0.2247
H -0.8780 -1.3577 -0.8968
H -3.1157 1.6136 -1.2361
H -0.7807 -2.2665 0.4905
C -1.7777 -0.4727 0.6952
H -2.5434 -0.8926 1.3334
H 2.5108 -0.5921 -0.8261
O 4.2965 0.0894 0.3483
*
```

Gap between HOMO and LUMO = 0.3522 Eh

***

Q | Density functional theory data (the ωB97M-V functional and the def2-TZVPD basis) for a cluster of 3 separate species, C3H12NO2 in total.

```
! wB97M-V def2-TZVPD RIJCOSX def2/J DEFGRID3
* xyz 1 1
H -0.3965 -0.5410 -0.5242
N -0.5470 0.2944 0.0787
H -0.6078 -1.2956 2.4192
H -1.4728 0.2275 0.5160
H 1.0591 -2.0394 -2.0764
C 0.4721 0.2106 1.1499
H 1.4198 2.0528 0.6425
H 0.9460 -1.8030 1.7667
C 1.4038 1.1251 1.2031
O -1.7149 1.7864 -2.5971
H 2.2848 0.9761 1.8151
H -0.1667 -2.7356 -1.5481
H -1.6421 2.7313 -2.7302
O 0.3293 -1.9120 -1.4566
H -0.4501 1.1692 -0.4506
H -2.1547 1.3339 -3.3235
C 0.3698 -0.9362 2.1002
H 0.8679 -0.6446 3.0152
*
```

Gap between HOMO and LUMO = 0.4155 Eh

***

Stability, lowest: P